ORCA calculation (ωB97M-V/def2-TZVPD) on the molecule C5H8N2.

Structure (XYZ):
```
15
Properties=species:S:1:pos:R:3:forces:R:3
N 1.7828 -0.8033 -0.0762 0.227 -0.091 0.025
C 0.9761 0.3129 0.4222 -0.046 0.193 0.069
C 1.5503 1.6528 0.4015 0.426 0.971 -0.010
N 1.9671 2.7315 0.3945 -0.336 -1.011 0.004
C 0.2879 -0.2405 -0.7717 -0.124 0.009 0.247
C -1.9325 0.3162 -0.2233 -0.086 0.068 0.019
C -1.0028 -0.9139 -0.3639 0.043 -0.114 -0.051
H 2.1192 -1.4318 0.6515 -0.352 -0.109 -0.187
H 2.5070 -0.5492 -0.7357 -0.142 -0.013 0.110
H 0.5918 0.0663 1.4244 0.042 0.127 -0.157
H -1.5798 1.1279 -0.8733 -0.109 -0.147 0.063
H -1.9310 0.6948 0.8048 0.009 -0.056 -0.168
H -2.9646 0.0961 -0.5071 0.146 -0.062 0.088
H -1.3796 -1.5904 -1.1390 0.171 0.149 0.112
H -0.9919 -1.4695 0.5912 0.132 0.086 -0.165
```
Forces are in eV/Å.

Output
HOMO-LUMO gap = 8.8512 eV

ORCA calculation (ωB97M-V/def2-TZVPD) on a cluster of 2 separate species, C2HBrFN in total.

Structure (XYZ):
```
6
Properties=species:S:1:pos:R:3:forces:R:3
C -0.7032 -1.7873 -0.3170 -0.073 -0.464 0.238
C -1.1110 -0.6837 0.4729 2.350 4.031 -1.736
N -0.3571 -2.6280 -1.0139 0.114 -0.374 -0.217
F -1.1981 -0.7998 1.7767 0.137 -0.362 0.050
Br -2.5648 0.3229 -0.2929 0.062 -0.460 0.315
H 0.2739 0.4590 -0.0381 -2.590 -2.371 1.351
```
Forces are in eV/Å.

Output
HOMO-LUMO gap (alpha / beta) = 9.0548 / 9.0551 eV

ORCA calculation (ωB97M-V/def2-TZVPD) on a cluster of 4 separate species, C3H15NO4 in total.

Structure (XYZ):
```
23
Properties=species:S:1:pos:R:3:forces:R:3
C 0.0280 1.5991 -2.1543 -1.306 -0.695 0.125
N 0.7366 0.8325 -1.1179 0.425 1.146 -0.719
C 0.0792 0.8557 0.1759 1.379 -0.772 0.718
C 1.0603 0.4352 1.2824 0.495 -0.532 0.513
O 1.1064 -0.9675 1.5755 0.289 0.535 -0.654
H -0.6855 2.3085 -1.7207 0.191 0.173 0.098
H -0.5970 0.8854 -2.6996 0.021 0.198 -0.331
H 0.6346 2.1465 -2.8689 0.426 -0.224 0.146
H 1.6820 1.1924 -1.0747 -0.032 -0.026 0.438
H -0.3534 1.7902 0.5459 -0.223 0.290 -0.731
H -0.6573 0.0611 0.1405 -0.159 0.403 0.470
H 2.0918 0.7250 1.0550 -0.132 0.434 -0.218
H 0.7996 0.9416 2.2126 -0.081 -0.102 0.038
H 1.4746 -1.3746 0.7644 0.034 -0.158 0.474
H 1.0900 -1.5269 -1.5601 0.295 -0.036 0.065
H 0.2860 -1.9315 -0.3853 -0.215 -0.533 -0.066
O 1.1016 -2.1799 -0.8431 -0.294 0.297 -0.219
H -0.5777 -1.5646 2.8225 0.555 0.310 -0.396
H -1.2102 -0.3673 2.0139 0.624 -0.039 0.285
O -1.3863 -1.1679 2.5049 -1.713 -0.243 0.271
H -2.4658 -1.1974 0.4838 0.175 -0.026 0.043
H -1.7833 -0.4235 -0.6798 -0.299 0.030 -0.069
O -2.4544 -1.0721 -0.4729 -0.455 -0.430 -0.284
```
Forces are in eV/Å.

Output
HOMO-LUMO gap = 10.5117 eV
SMILES = CNCCO.O.O.O

ORCA calculation (ωB97M-V/def2-TZVPD) on a structure of composition C16H21BrNO2S.

Structure (XYZ):
```
42
Properties=species:S:1:pos:R:3:forces:R:3
C 4.1141 1.3749 0.8811 3.757 -2.160 0.900
C 3.9574 0.2528 -0.2339 6.366 2.663 -0.567
H 3.5880 0.5359 -1.2104 0.574 1.234 -0.470
H 5.0211 -0.2839 -0.3262 -1.595 2.172 -0.447
O 3.3092 -0.8318 0.0459 -4.854 -5.081 3.691
C 1.9700 -0.6784 0.3100 -1.672 -2.070 0.560
C 1.3520 0.4370 -0.2067 -7.536 -6.673 3.045
C -0.1854 0.3432 -0.3886 3.442 -0.682 3.383
C -0.9083 -0.6388 0.2947 -1.246 5.359 -3.375
C -0.2750 -1.5558 0.9102 1.647 -7.858 5.172
C 1.0344 -1.8906 1.0507 4.529 4.065 -3.191
O 1.5854 -2.9974 1.5442 -1.143 2.257 -2.040
C 3.0472 -3.0180 1.6306 -9.801 -4.228 13.230
C 2.9306 -4.4045 2.6797 9.040 5.723 -3.034
H 4.0539 -4.6894 2.7144 -1.527 0.451 0.955
H 2.6159 -5.1491 2.1902 -3.579 -5.399 -3.560
H 2.5513 -4.0944 3.5331 -1.886 1.058 3.878
H 3.5390 -3.1648 0.9159 6.763 -1.837 -11.059
H 3.2482 -2.3082 2.3111 1.481 2.875 1.636
Br -1.2824 -2.9476 1.9496 -0.136 0.853 -0.693
H -1.9691 -0.5512 0.3628 -0.648 -0.113 0.015
C -0.8774 1.5011 -0.7685 -1.440 1.133 -2.088
H -0.2850 2.2566 -1.2623 0.245 0.168 -0.299
H -1.5925 2.0492 -0.0998 0.070 -1.218 -0.845
N -1.8177 0.7795 -2.2669 6.482 12.323 -4.214
H -2.2612 0.1947 -1.7996 -4.070 -8.305 4.485
H -0.9492 0.8451 -2.9381 -2.653 -1.676 1.772
C -2.8751 1.8546 -2.6475 4.879 2.594 -3.522
C -3.7797 2.1478 -1.6018 -3.891 -3.182 -1.062
C -4.9489 1.3769 -1.5201 -1.235 -5.173 -1.611
C -5.8925 1.6333 -0.5329 12.173 8.072 -3.035
C -5.3333 2.7893 -0.0211 -4.285 1.993 5.016
S -3.9500 3.4283 -0.5447 1.877 0.914 -0.553
H -5.7298 3.4506 0.8348 0.160 -1.356 -1.287
H -6.6522 1.2452 -0.2723 -9.973 -5.289 3.148
H -5.3019 0.3394 -2.0697 1.954 2.729 0.436
H -3.1341 1.4679 -3.7677 -0.287 1.640 2.814
H -2.2628 3.0283 -2.6234 -1.073 -3.674 -1.163
H 1.7482 1.0561 -0.8039 3.426 4.815 -3.828
H 4.5092 0.8270 1.9481 -0.491 1.381 -3.176
H 4.8444 2.2254 0.5478 -1.338 -1.812 0.675
H 3.2442 1.7640 1.2513 -2.508 1.316 0.309
```
Forces are in eV/Å.

Output
HOMO-LUMO gap = 7.6366 eV
total charge = +1

ORCA calculation (ωB97M-V/def2-TZVPD) on a structure of composition C43H53F5N8O3STi.

Structure (XYZ):
```
114
Properties=species:S:1:pos:R:3:forces:R:3
Ti -1.2311 0.2939 0.3332 3.162 -5.173 0.249
N 2.5759 7.4123 2.8563 1.164 1.230 -0.064
C 1.7217 6.3675 2.7553 -0.382 -0.662 0.114
C 2.1979 5.0537 2.7976 -0.790 -0.333 0.124
C 1.2897 4.0043 2.8938 -0.183 0.295 -0.205
C -0.0790 4.2516 2.7836 0.597 0.921 0.227
C -0.5488 5.5750 2.6399 -0.189 -0.902 0.142
C 0.3412 6.6150 2.6805 0.276 -0.029 -0.105
S -1.1769 2.9162 2.8755 -0.144 -1.304 -3.141
O -0.6903 1.9733 3.8374 -0.483 0.506 0.543
O -2.5088 3.4530 2.7860 0.317 -0.178 1.058
N -0.9323 2.0183 1.3932 -0.374 1.658 0.233
C -1.2270 2.6431 0.2120 0.416 0.296 0.560
N -1.2771 1.8215 -0.8666 0.061 2.125 -2.956
C -1.3807 2.4042 -2.1408 0.011 -1.134 2.200
C -1.5738 3.7454 -2.2677 -0.080 0.756 0.909
C -1.6112 4.4899 -1.0441 0.031 -0.506 -1.093
N -1.4183 3.9530 0.1266 -0.338 1.105 0.287
H 3.5829 7.2455 2.8248 -0.833 0.293 -0.035
H 2.2208 8.3593 2.7339 0.449 -0.657 0.009
H 3.2487 4.8205 2.7830 0.283 0.128 0.145
H 1.6472 2.9921 3.0420 -0.002 -0.053 -0.149
H -1.6134 5.7620 2.5208 0.207 -0.178 0.076
H -0.0053 7.6411 2.6500 -0.043 0.019 -0.059
H -1.3020 1.7082 -2.9651 -0.016 0.005 0.077
H -1.7100 4.2336 -3.2244 0.091 -0.105 0.068
H -1.7824 5.5625 -1.0434 0.021 0.017 -0.154
C -1.4503 -5.2521 1.3077 0.233 0.229 -0.348
C -2.3775 -4.0246 1.2674 -0.319 -0.257 0.270
C -3.5448 -4.2999 2.2388 -0.078 -0.168 0.342
C -2.8905 -3.6691 -0.1150 0.642 0.498 -1.498
C -3.8576 -4.4681 -0.7234 -0.272 0.340 -0.440
C -4.4338 -4.1279 -1.9521 0.395 0.379 0.027
C -4.0283 -2.9525 -2.6057 -0.181 -0.435 0.719
C -3.0221 -2.1376 -2.1016 0.238 -0.535 0.699
C -2.6692 -0.8911 -2.9345 0.095 -0.293 0.272
C -3.8406 0.1113 -3.0648 -0.295 -0.525 0.562
C -2.1492 -1.2950 -4.3308 -0.260 0.455 0.100
C -2.3633 -2.5543 -0.8788 0.492 0.120 0.144
N -1.1990 -1.8494 -0.4182 -2.711 1.946 -0.282
C -0.0506 -2.4884 -0.1731 2.316 -0.433 0.515
C 1.0240 -1.7693 0.3411 -0.261 -2.000 -0.559
N 0.8894 -0.4499 0.5518 -0.777 3.185 0.622
C 1.9156 0.2970 1.2444 -0.831 -0.380 -0.817
C 2.2584 -0.0831 2.5784 0.637 -0.192 -0.441
C 3.3981 0.4839 3.1646 -0.022 0.495 -0.888
C 4.1461 1.4562 2.4767 -0.353 -0.131 0.363
C 3.6943 1.9461 1.2496 -0.170 -0.379 0.313
C 2.5701 1.4236 0.6038 0.136 -0.697 0.904
C 2.2391 2.0050 -0.7680 -0.241 -0.603 -0.671
C 2.0415 3.5344 -0.8109 -0.160 -0.193 0.089
C 3.3295 1.6528 -1.8199 -0.192 -0.031 0.278
C 1.5173 -1.1830 3.3582 -0.615 0.482 0.027
C 2.3370 -2.4467 3.5707 0.206 -0.217 0.059
C 1.0345 -0.6565 4.7193 0.172 0.687 0.130
H -1.0670 -5.4004 2.3228 -0.059 -0.059 -0.101
H -0.6008 -5.1468 0.6286 -0.027 0.085 0.185
H -1.9770 -6.1548 0.9842 -0.147 0.041 0.144
H -1.8508 -3.1513 1.6439 0.240 0.014 -0.024
H -3.9238 -5.3318 2.1520 0.071 0.293 -0.155
H -4.3713 -3.6121 2.0762 -0.056 -0.001 -0.055
H -3.2355 -4.1841 3.2915 0.085 -0.004 -0.366
H -4.1859 -5.3782 -0.2322 -0.070 0.061 0.105
H -5.1963 -4.7645 -2.3929 0.082 0.074 0.054
H -4.5083 -2.6381 -3.5248 -0.111 -0.176 -0.065
H -1.8312 -0.4095 -2.4283 -0.120 0.033 0.011
H -4.6951 -0.3070 -3.6210 0.298 -0.015 0.104
H -3.5370 1.0155 -3.5735 0.236 0.251 -0.314
H -4.2293 0.4270 -2.0853 0.189 -0.219 -0.143
H -2.9437 -1.7291 -4.9487 0.059 -0.003 0.103
H -1.3470 -2.0205 -4.2411 0.164 -0.109 0.012
H -1.7695 -0.4070 -4.8616 -0.034 -0.204 0.114
H 0.0978 -3.5467 -0.4328 -0.191 0.390 0.106
H 1.9695 -2.2828 0.5696 -0.276 0.156 -0.132
H 3.7078 0.1409 4.1438 0.085 0.061 0.036
H 5.0669 1.8490 2.9111 -0.243 -0.056 -0.045
H 4.2546 2.7303 0.7524 0.041 0.050 0.033
H 1.3266 1.5240 -1.1455 0.141 0.101 0.388
H 2.9955 4.0478 -0.6838 0.087 0.073 0.067
H 1.3676 3.8990 -0.0337 -0.038 -0.087 0.022
H 1.6329 3.8500 -1.7854 0.119 -0.208 0.241
H 4.1896 2.3139 -1.7077 0.124 0.069 0.039
H 2.9227 1.8050 -2.8274 0.103 -0.112 0.109
H 3.7076 0.6274 -1.7183 -0.276 0.125 -0.055
H 0.6129 -1.4764 2.8120 0.315 0.194 -0.129
H 3.1997 -2.2690 4.2179 0.050 0.110 0.021
H 2.7126 -2.8462 2.6300 -0.037 -0.071 -0.054
H 1.7277 -3.2168 4.0619 0.054 0.119 -0.146
H 1.8804 -0.3843 5.3654 -0.018 -0.061 -0.103
H 0.4697 -1.4093 5.2602 -0.148 -0.273 -0.015
H 0.4036 0.2412 4.6324 0.233 -0.413 -0.140
N 0.4110 -0.1778 -2.5375 0.398 0.307 -0.400
C 1.3110 -0.7620 -2.9707 -0.250 -0.412 0.087
N 2.2685 -1.4718 -3.5581 -0.227 0.599 0.269
C 2.1105 -1.8454 -4.9513 0.087 0.031 -0.072
C 1.9523 -3.3676 -5.0145 -0.264 0.498 -0.951
O 3.0304 -4.0233 -4.3872 -0.027 -0.040 -0.223
C 3.1615 -3.6749 -3.0264 0.154 0.013 0.879
C 3.3147 -2.1658 -2.8237 -0.127 -0.017 -0.086
H 2.9821 -1.4720 -5.5321 -0.259 -0.472 0.270
H 1.2317 -1.3334 -5.3518 0.003 -0.191 0.070
H 1.9559 -3.6526 -6.0786 0.071 -0.194 0.377
H 0.9719 -3.6568 -4.5915 0.363 0.062 0.114
H 4.0839 -4.1487 -2.6739 -0.184 -0.093 -0.064
H 2.3156 -4.0735 -2.4168 0.309 0.361 -0.440
H 4.2745 -1.8087 -3.2279 -0.043 -0.238 0.170
H 3.2403 -1.9078 -1.7622 -0.001 -0.065 -0.186
F -4.2068 -0.6591 0.3520 -0.087 0.090 -0.020
C -3.2723 0.2061 0.8647 0.084 -0.201 0.213
F -3.8747 1.4438 0.8875 -0.502 0.120 0.247
C -3.0021 -0.2445 2.3241 -0.012 -0.123 0.333
F -3.7104 -1.3340 2.6599 0.484 0.667 0.463
F -1.6055 -0.6588 2.4651 -2.109 0.806 -0.404
F -3.1961 0.7567 3.1903 0.159 -1.217 -0.053
```
Forces are in eV/Å.

Output
HOMO-LUMO gap (alpha / beta) = 4.8211 / 4.9495 eV
total charge = -1
multiplicity = 2

ORCA calculation (ωB97M-V/def2-TZVPD) on a structure of composition C5H7NO.

Structure (XYZ):
```
14
Properties=species:S:1:pos:R:3:forces:R:3
C 1.3532 0.0488 1.2907 -0.122 -0.180 -0.037
C 0.8507 -0.2528 -0.1456 -0.904 -0.357 -0.134
C 0.3971 -1.6498 -0.3449 1.789 -2.724 2.039
N -0.3454 -2.3541 0.2218 2.588 -2.032 -2.123
C -0.7208 -0.0081 -0.2391 -2.422 0.716 2.752
O -1.4261 -0.6028 0.6040 0.476 4.599 -1.816
C -1.3799 0.8922 -1.2204 -0.211 0.135 -0.066
H 0.5849 -0.2541 2.0035 0.117 -0.027 -0.071
H 2.2793 -0.4833 1.5306 -0.176 0.010 -0.218
H 1.5475 1.1232 1.4276 -0.114 -0.280 -0.275
H 1.5750 0.1508 -0.8804 -1.123 -0.106 -0.018
H -2.4205 0.5720 -1.2144 -0.048 0.342 -0.147
H -1.0022 0.9248 -2.2464 0.281 -0.186 0.292
H -1.2928 1.8934 -0.7870 -0.132 0.091 -0.179
```
Forces are in eV/Å.

Output
HOMO-LUMO gap = 10.1251 eV

Computed energy above the lowest of the compared OMol25 structures with the same formula, charge and spin (eV) in order:
4.078, 2.757, 1.702, 13.860, 0.000, 3.486